Entry from the Open Molecules 2025 dataset: a structure of composition C24H60IN4O8 in a non-equilibrium geometry (the ωB97M-V functional and the def2-TZVPD basis).

max |F|: 0.3522 Eh/bohr
energy above the lowest of the compared OMol25 structures with the same formula, charge and spin: 9.9008 eV
frontier orbital gap: 6.3484 eV

ORCA input file:
```
! RIJCOSX wB97M-V def2-TZVPD def2/J DEFGRID3
* xyz -1 1
I -0.98 -0.99 1.30
C 0.57 2.32 6.27
O -0.40 2.16 5.26
C 0.02 1.41 4.17
C 0.59 2.41 3.07
N 1.14 1.40 2.13
C 1.69 2.10 0.86
C 2.29 1.09 -0.17
O 2.65 1.80 -1.34
C 2.66 1.06 -2.56
H 0.88 1.57 7.00
H 0.29 2.96 7.13
H 1.49 2.65 5.91
H -0.87 0.82 3.70
H 0.84 0.87 4.49
H 1.40 2.99 3.54
H -0.30 2.95 2.55
H 0.51 0.77 1.83
H 2.40 2.85 1.08
H 1.05 2.70 0.47
H 1.40 0.29 -0.36
H 3.05 0.63 0.37
H 3.29 1.84 -3.04
H 1.74 0.97 -3.26
H 3.22 0.11 -2.47
C 0.92 -4.51 1.54
O 2.03 -3.91 2.10
C 1.96 -2.56 2.03
C 2.94 -2.05 3.08
N 3.11 -0.60 2.83
C 4.05 -0.07 4.05
C 4.27 1.45 3.77
O 4.79 1.83 4.98
C 5.16 3.23 4.94
H 0.95 -5.60 1.64
H 0.98 -4.39 0.66
H 0.09 -4.19 1.71
H 0.95 -2.19 2.33
H 2.31 -2.27 1.21
H 3.86 -2.59 2.88
H 2.68 -2.41 4.08
H 2.20 -0.17 2.91
H 5.16 -0.37 4.03
H 3.48 -0.29 5.01
H 3.14 1.91 3.54
H 4.81 1.59 2.93
H 6.22 3.32 4.44
H 5.43 3.64 5.94
H 4.45 3.89 4.52
C -6.28 -10.03 -4.86
O -6.18 -8.69 -4.79
C -5.03 -8.17 -4.14
C -4.94 -6.63 -4.25
N -3.94 -5.95 -3.45
C -4.06 -4.64 -3.34
C -3.19 -4.05 -2.25
O -3.29 -2.61 -2.17
C -2.60 -2.09 -1.06
H -6.11 -10.55 -3.90
H -5.58 -10.27 -5.72
H -7.06 -10.09 -5.28
H -3.98 -8.35 -4.52
H -5.05 -8.45 -3.04
H -6.07 -6.33 -4.13
H -4.86 -6.37 -5.44
H -2.96 -6.29 -3.67
H -5.10 -4.22 -3.02
H -3.80 -4.33 -4.39
H -2.23 -4.41 -2.62
H -3.33 -4.46 -1.31
H -1.43 -2.69 -1.02
H -3.29 -2.26 -0.30
H -2.63 -0.90 -1.08
C -0.03 0.34 -0.84
O 0.11 1.38 -1.87
C 0.17 2.73 -1.23
C 0.28 3.70 -2.40
N -0.10 5.01 -1.74
C 0.01 6.05 -2.73
C -0.48 7.49 -2.15
O -0.38 8.53 -3.09
C -0.87 9.68 -2.55
H 0.13 -0.72 -1.26
H -1.02 0.54 -0.36
H 0.82 0.28 -0.21
H 0.98 2.75 -0.49
H -0.68 2.90 -0.78
H -0.33 3.64 -3.30
H 1.28 3.81 -2.85
H 0.46 5.30 -1.01
H -0.58 5.96 -3.52
H 1.17 6.05 -2.92
H -0.14 7.68 -1.09
H -1.53 7.26 -1.76
H -0.33 9.83 -1.64
H -1.94 9.71 -2.42
H -0.58 10.50 -3.07
*
```

Entry from the Open Molecules 2025 dataset: a structure of composition C24H62N11O12P2 (the ωB97M-V functional and the def2-TZVPD basis).

max |F|: 0.0145 Eh/bohr
frontier orbital gap: 5.9703 eV

ORCA input file:
```
! RIJCOSX wB97M-V def2-TZVPD def2/J DEFGRID3
* xyz -1 1
N -0.35 -2.31 -1.35
P 0.95 -2.00 -2.18
O 2.04 -1.25 -1.20
O 0.58 -0.69 -3.11
N 1.78 -3.10 -2.95
P 1.98 -3.27 -4.54
N 2.97 -4.39 -5.01
O 0.47 -3.42 -5.19
O 2.34 -1.87 -5.26
H -0.64 -3.29 -1.34
H 1.71 -0.35 -1.08
H -0.31 -0.43 -2.84
H 3.33 -4.89 -4.21
H -0.14 -3.65 -4.48
H 1.56 -1.49 -5.67
C -2.58 1.16 -1.72
O -1.47 0.79 -2.08
N -3.41 0.44 -0.96
C -4.77 0.86 -0.70
C -2.92 -0.81 -0.39
H -3.00 2.13 -2.04
H -4.92 0.99 0.37
H -5.48 0.12 -1.07
H -4.96 1.80 -1.21
H -2.10 -0.61 0.30
H -2.51 -1.46 -1.16
H -3.73 -1.29 0.16
C 1.05 4.97 -2.18
O -0.02 5.09 -2.75
N 1.72 3.81 -2.04
C 2.98 3.75 -1.34
C 1.16 2.59 -2.58
H 1.56 5.83 -1.71
H 3.78 3.40 -2.00
H 2.92 3.04 -0.50
H 3.25 4.73 -0.96
H 1.05 2.63 -3.67
H 0.17 2.40 -2.17
H 1.81 1.76 -2.32
C 0.09 0.32 1.80
O 0.29 -0.72 2.40
N 0.60 1.51 2.18
C 0.33 2.75 1.47
C 1.45 1.54 3.35
H -0.53 0.38 0.89
H 1.27 3.18 1.10
H -0.15 3.47 2.12
H -0.31 2.55 0.62
H 2.33 0.90 3.21
H 0.92 1.18 4.23
H 1.78 2.56 3.52
C 5.49 0.08 2.78
O 4.88 1.01 3.29
N 5.11 -0.54 1.66
C 5.83 -1.65 1.08
C 3.89 -0.08 1.01
H 6.41 -0.34 3.23
H 6.16 -1.42 0.07
H 5.20 -2.54 1.03
H 6.70 -1.87 1.70
H 3.99 0.97 0.72
H 3.04 -0.17 1.69
H 3.69 -0.69 0.13
C -2.59 -4.65 0.94
O -1.94 -4.90 -0.05
N -2.23 -3.79 1.92
C -3.07 -3.56 3.07
C -0.97 -3.06 1.79
H -3.57 -5.12 1.13
H -3.41 -2.53 3.13
H -2.54 -3.81 3.99
H -3.95 -4.21 3.00
H -0.93 -2.48 0.87
H -0.13 -3.76 1.76
H -0.86 -2.40 2.65
C -6.61 -1.03 2.53
O -5.39 -1.10 2.47
N -7.37 -1.79 3.35
C -8.81 -1.68 3.38
C -6.70 -2.75 4.21
H -7.20 -0.34 1.91
H -9.16 -1.39 4.38
H -9.28 -2.63 3.11
H -9.12 -0.92 2.67
H -6.00 -2.25 4.88
H -6.14 -3.48 3.62
H -7.45 -3.27 4.80
C 2.59 3.69 7.49
O 2.96 4.85 7.53
N 3.00 2.78 6.59
C 2.52 1.41 6.61
C 3.95 3.16 5.56
H 1.87 3.28 8.22
H 3.34 0.71 6.74
H 2.01 1.16 5.68
H 1.82 1.29 7.43
H 4.88 3.52 6.01
H 3.54 3.97 4.95
H 4.15 2.30 4.93
C 0.10 0.04 -7.82
O 0.45 -1.00 -7.31
N 0.93 0.82 -8.55
C 0.50 2.07 -9.14
C 2.30 0.37 -8.72
H -0.92 0.45 -7.72
H 0.61 2.05 -10.23
H 1.08 2.91 -8.76
H -0.55 2.23 -8.90
H 2.33 -0.60 -9.21
H 2.79 0.26 -7.75
H 2.84 1.11 -9.32
*
```